Record 1
C3O6S | ωB97M-V/def2-TZVPD

Atoms and positions in Å:
C: 0.32 0.17 -0.31
C: 0.02 0.88 -1.44
C: 0.82 -1.03 0.93
O: -1.38 0.64 -1.44
O: 1.52 -2.03 0.87
O: 0.58 1.65 -2.23
O: 1.36 0.18 0.74
O: -0.24 -1.16 1.66
O: -1.78 0.86 1.07
S: -1.22 -0.16 0.16

## Properties
Net charge: -2
ΔE to the lowest compared entry with this formula, charge and spin, kcal per mole: 32.0
E_tot, a.u.: -963.83828
Highest occupied orbital energy, eV: 0.2
Orbital gap, eV: 6.2

The molecule's natural (NBO) atomic charges, reported in e, are given here:
1. C -0.494
2. C 0.703
3. C 0.884
4. O -0.773
5. O -0.771
6. O -0.735
7. O -0.505
8. O -0.773
9. O -1.041
10. S 1.506

***

Record 2
C40H100F12N6O8P2 | ωB97M-V/def2-TZVPD

Atoms and positions in Å:
C: 5.43 3.30 -3.85
C: 5.63 4.32 -5.03
C: 4.39 4.38 -5.87
N: 4.54 5.06 -7.19
C: 5.07 4.20 -8.26
C: 5.44 6.33 -7.10
C: 5.03 7.14 -8.31
C: 3.65 6.67 -8.71
C: 3.21 5.64 -7.70
H: 4.79 3.81 -3.18
H: 6.31 3.15 -3.32
H: 4.90 2.34 -4.06
H: 6.52 4.06 -5.62
H: 5.83 5.29 -4.57
H: 3.58 4.94 -5.38
H: 4.00 3.35 -6.06
H: 4.48 3.34 -8.38
H: 6.01 3.86 -7.85
H: 5.12 4.68 -9.19
H: 6.46 5.98 -7.10
H: 5.20 6.72 -6.11
H: 5.71 6.92 -9.14
H: 5.13 8.22 -8.09
H: 3.67 6.30 -9.75
H: 2.99 7.54 -8.74
H: 2.73 4.73 -8.09
H: 2.55 5.93 -6.87
C: -0.73 11.48 6.60
C: -0.11 10.17 6.42
C: -1.17 9.14 6.10
N: -0.74 7.71 5.91
C: 0.12 7.56 4.73
C: -1.95 6.77 5.90
C: -1.38 5.37 6.15
C: -0.02 5.61 6.87
C: -0.01 7.19 7.14
H: -0.01 12.31 6.75
H: -1.36 11.52 7.51
H: -1.28 11.81 5.72
H: 0.47 9.83 7.33
H: 0.58 10.28 5.57
H: -1.74 9.43 5.18
H: -1.92 9.17 6.89
H: 1.01 8.17 4.82
H: -0.35 7.88 3.81
H: 0.35 6.52 4.60
H: -2.48 6.81 4.96
H: -2.61 7.05 6.72
H: -1.22 4.84 5.24
H: -2.08 4.82 6.81
H: 0.83 5.40 6.27
H: 0.11 5.13 7.85
H: 1.03 7.55 7.22
H: -0.63 7.55 7.97
C: -0.38 -6.02 5.39
O: -0.22 -5.27 4.19
C: -0.38 -3.87 4.36
C: -1.84 -3.55 4.39
N: -2.53 -4.18 3.22
H: -2.36 -3.71 2.33
H: -2.22 -5.18 3.22
C: -4.01 -4.45 3.44
C: -4.12 -5.63 4.37
O: -3.29 -6.75 3.86
C: -3.52 -7.99 4.56
H: -1.24 -5.77 6.01
H: 0.55 -5.87 5.94
H: -0.44 -6.99 5.02
H: 0.08 -3.45 3.46
H: 0.15 -3.48 5.28
H: -1.93 -2.46 4.34
H: -2.46 -3.88 5.22
H: -4.37 -4.70 2.45
H: -4.42 -3.51 3.86
H: -5.20 -6.00 4.41
H: -3.88 -5.44 5.40
H: -3.05 -8.87 4.16
H: -4.59 -8.32 4.55
H: -3.32 -7.90 5.63
C: -3.99 0.30 -8.27
O: -3.23 -0.33 -7.28
C: -2.66 0.51 -6.30
C: -1.69 -0.31 -5.43
N: -2.43 -1.43 -4.83
H: -2.87 -1.25 -3.90
H: -3.26 -1.73 -5.42
C: -1.76 -2.70 -4.74
C: -2.89 -3.78 -4.62
O: -3.83 -3.66 -5.69
C: -5.14 -4.14 -5.36
H: -3.43 1.08 -8.87
H: -4.87 0.85 -7.91
H: -4.23 -0.45 -8.96
H: -3.43 0.95 -5.66
H: -2.20 1.35 -6.72
H: -1.25 0.28 -4.61
H: -0.97 -0.76 -6.13
H: -1.23 -2.65 -3.79
H: -1.11 -2.92 -5.62
H: -3.24 -3.60 -3.65
H: -2.39 -4.77 -4.61
H: -5.13 -4.67 -4.45
H: -5.37 -4.92 -6.00
H: -5.90 -3.34 -5.49
C: 6.56 -6.92 2.37
O: 5.84 -7.92 3.07
C: 6.47 -8.59 4.10
C: 5.89 -10.00 4.26
N: 4.35 -9.87 4.44
H: 4.24 -9.22 5.27
H: 3.98 -9.41 3.61
C: 3.52 -11.10 4.70
C: 3.48 -12.16 3.61
O: 3.13 -11.52 2.41
C: 3.10 -12.50 1.39
H: 7.20 -7.37 1.64
H: 7.06 -6.23 3.06
H: 5.83 -6.36 1.81
H: 6.32 -8.12 5.13
H: 7.53 -8.72 3.97
H: 6.23 -10.40 5.25
H: 5.99 -10.62 3.42
H: 2.55 -10.76 5.03
H: 3.89 -11.44 5.66
H: 2.69 -12.83 3.98
H: 4.47 -12.63 3.58
H: 2.25 -13.15 1.52
H: 3.97 -13.17 1.44
H: 3.11 -12.03 0.45
C: -6.17 2.76 2.25
O: -5.10 2.61 1.26
C: -5.57 1.98 0.12
C: -4.80 2.53 -1.02
N: -3.31 2.26 -0.76
H: -3.06 2.28 0.23
H: -3.22 1.29 -1.07
C: -2.36 3.06 -1.67
C: -1.43 3.74 -0.73
O: -1.07 2.86 0.32
C: 0.21 2.21 0.07
H: -6.68 3.73 2.08
H: -5.81 2.78 3.29
H: -6.78 1.84 2.08
H: -6.61 2.29 -0.11
H: -5.50 0.94 0.30
H: -4.92 3.59 -1.07
H: -5.14 2.10 -1.94
H: -2.96 3.82 -2.19
H: -1.80 2.48 -2.36
H: -1.87 4.64 -0.19
H: -0.57 4.13 -1.32
H: 0.49 1.89 1.08
H: 1.02 2.87 -0.17
H: 0.03 1.41 -0.61
P: 1.09 2.69 -4.01
F: 1.74 3.95 -4.95
F: -0.25 3.59 -3.86
F: 0.34 1.94 -5.27
F: 0.51 1.58 -2.97
F: 2.34 1.76 -4.30
F: 1.76 3.51 -2.79
P: -2.51 -1.77 -0.44
F: -1.25 -2.43 -1.14
F: -2.11 -0.26 -1.20
F: -3.45 -2.12 -1.79
F: -3.74 -1.03 0.19
F: -2.99 -3.18 0.33
F: -1.67 -1.33 0.88

## Properties
Net charge: +4
E_tot, a.u.: -4394.68708
Highest occupied orbital energy, eV: -15.8
Orbital gap, eV: 9.6

Results of the Löwdin charge analysis, in e, for atoms 1 through 99:
1. C -0.060
2. C -0.207
3. C -0.160
4. N -0.269
5. C 0.028
6. C -0.071
7. C -0.150
8. C -0.156
9. C -0.079
10. H 0.057
11. H 0.054
12. H 0.085
13. H 0.111
14. H 0.111
15. H 0.119
16. H 0.146
17. H 0.101
18. H 0.111
19. H 0.099
20. H 0.132
21. H 0.136
22. H 0.124
23. H 0.134
24. H 0.127
25. H 0.126
26. H 0.142
27. H 0.142
28. C -0.115
29. C -0.267
30. C -0.146
31. N -0.282
32. C 0.016
33. C -0.080
34. C -0.133
35. C -0.109
36. C -0.059
37. H 0.104
38. H 0.100
39. H 0.089
40. H 0.139
41. H 0.123
42. H 0.157
43. H 0.134
44. H 0.116
45. H 0.121
46. H 0.095
47. H 0.135
48. H 0.139
49. H 0.101
50. H 0.131
51. H 0.085
52. H 0.125
53. H 0.139
54. H 0.143
55. C -0.076
56. O -0.198
57. C -0.186
58. C -0.107
59. N 0.063
60. H 0.144
61. H 0.156
62. C -0.076
63. C -0.170
64. O -0.210
65. C -0.083
66. H 0.096
67. H 0.100
68. H 0.072
69. H 0.138
70. H 0.158
71. H 0.147
72. H 0.118
73. H 0.142
74. H 0.158
75. H 0.164
76. H 0.113
77. H 0.088
78. H 0.103
79. H 0.089
80. C -0.092
81. O -0.179
82. C -0.193
83. C -0.079
84. N 0.013
85. H 0.180
86. H 0.176
87. C -0.109
88. C -0.180
89. O -0.172
90. C -0.043
91. H 0.115
92. H 0.098
93. H 0.073
94. H 0.131
95. H 0.110
96. H 0.127
97. H 0.145
98. H 0.132
99. H 0.159

***

Record 3
C40H102N5O19 | ωB97M-V/def2-TZVPD

Atoms and positions in Å:
C: -3.51 1.15 -0.96
C: -2.75 0.47 -1.96
N: -2.12 -0.74 -2.68
C: -2.49 -0.94 -4.13
C: -1.38 -0.08 -5.03
C: -0.54 -1.01 -6.09
O: -0.46 0.72 -4.21
C: -1.23 -1.62 -2.03
N: -0.63 -2.80 -2.81
C: 0.85 -2.94 -2.56
C: 1.75 -3.06 -3.93
N: 1.33 -4.19 -4.84
C: 1.45 -1.67 -1.65
C: 3.03 -1.88 -1.22
C: 3.61 -0.69 -0.24
C: 3.28 0.85 -0.80
N: 2.10 1.69 -0.30
O: 4.05 1.42 -1.76
C: 0.55 -1.71 -0.24
N: -0.87 -1.32 -0.59
C: -1.89 -1.83 0.39
O: -3.08 -2.46 -0.21
C: -4.32 -2.11 0.50
C: -4.52 -1.99 2.12
C: -5.97 -1.57 2.85
C: -5.98 -1.44 4.51
C: -7.32 -1.32 1.95
C: -7.15 -1.49 0.30
C: -5.69 -1.85 -0.42
C: -5.65 -1.99 -2.07
C: -5.68 -3.63 -2.38
C: -6.95 -1.35 -2.83
H: -4.09 1.70 -0.07
H: -3.57 -0.48 -4.33
H: -2.57 -2.07 -4.46
H: -2.04 0.68 -5.66
H: -0.66 -2.14 -5.81
H: 0.61 -0.79 -6.13
H: -0.97 -0.75 -7.17
H: 0.50 0.50 -4.38
H: -1.15 -3.69 -2.60
H: 1.00 -3.97 -1.98
H: 1.77 -2.03 -4.52
H: 2.88 -3.28 -3.63
H: 0.50 -3.95 -5.44
H: 1.14 -5.01 -4.22
H: 1.38 -0.64 -2.21
H: 3.17 -2.94 -0.71
H: 3.71 -1.84 -2.20
H: 3.10 -0.84 0.82
H: 4.77 -0.78 -0.07
H: 1.67 1.21 0.55
H: 1.38 1.68 -1.08
H: 0.66 -2.83 0.14
H: 0.94 -0.91 0.54
H: -2.12 -0.96 1.14
H: -1.34 -2.68 1.03
H: -3.60 -2.18 2.85
H: -5.77 -0.31 4.83
H: -7.02 -1.72 4.99
H: -5.12 -2.07 5.01
H: -8.37 -1.06 2.46
H: -8.15 -1.33 -0.31
H: -4.62 -1.55 -2.42
H: -6.68 -4.01 -1.87
H: -4.81 -4.17 -1.78
H: -5.68 -3.88 -3.52
H: -7.87 -2.09 -2.68
H: -7.27 -0.29 -2.42
H: -6.76 -1.34 -4.01
C: 3.90 2.09 3.16
O: 2.53 1.85 2.93
H: 4.06 2.22 4.24
H: 4.49 1.24 2.81
H: 4.21 3.00 2.64
H: 2.42 1.74 1.97
C: -4.18 -5.99 2.00
O: -5.03 -5.08 1.33
H: -4.78 -6.70 2.56
H: -3.57 -6.53 1.27
H: -3.53 -5.44 2.69
H: -4.47 -4.46 0.84
C: 4.77 -2.69 -6.54
O: 3.61 -2.92 -7.30
H: 5.52 -2.21 -7.17
H: 4.53 -2.03 -5.70
H: 5.17 -3.64 -6.16
H: 2.96 -3.35 -6.72
C: 7.30 2.58 4.68
O: 6.45 3.49 4.01
H: 6.69 1.87 5.24
H: 7.91 2.04 3.95
H: 7.95 3.13 5.37
H: 7.01 4.11 3.52
C: 5.39 4.11 -1.36
O: 6.31 4.99 -0.75
H: 4.74 3.68 -0.59
H: 4.78 4.67 -2.08
H: 5.93 3.31 -1.87
H: 6.87 5.36 -1.46
C: -6.38 -7.08 -0.89
O: -6.54 -7.08 -2.30
H: -7.25 -6.61 -0.43
H: -6.30 -8.11 -0.53
H: -5.48 -6.52 -0.62
H: -5.75 -7.51 -2.68
C: 8.23 8.47 -1.43
O: 7.07 8.23 -2.20
H: 8.98 8.95 -2.06
H: 7.99 9.13 -0.59
H: 8.63 7.52 -1.06
H: 6.42 7.81 -1.61
C: 0.22 4.92 0.66
O: 0.95 3.89 1.31
H: -0.18 5.60 1.41
H: 0.88 5.47 -0.01
H: -0.60 4.48 0.10
H: 1.30 3.30 0.61
C: 11.18 1.34 4.96
O: 10.32 2.25 4.29
H: 10.57 0.63 5.52
H: 11.78 0.80 4.23
H: 11.82 1.89 5.65
H: 10.89 2.87 3.80
C: -6.21 1.56 -5.25
O: -7.18 0.53 -5.21
H: -5.22 1.13 -5.08
H: -6.23 2.04 -6.24
H: -6.43 2.30 -4.48
H: -8.04 0.94 -5.37
C: -3.10 6.75 1.38
O: -3.27 6.76 -0.03
H: -3.98 7.23 1.83
H: -3.02 5.72 1.73
H: -2.21 7.32 1.64
H: -2.48 6.33 -0.41
C: -3.91 -1.20 7.42
O: -5.32 -1.10 7.29
H: -3.45 -1.11 6.44
H: -3.55 -0.40 8.07
H: -3.66 -2.18 7.85
H: -5.70 -1.19 8.18
C: -3.35 2.65 9.13
O: -4.32 1.61 9.18
H: -2.37 2.22 9.31
H: -3.37 3.12 8.15
H: -3.57 3.39 9.91
H: -5.19 2.02 9.02
C: 13.51 2.67 2.19
O: 12.20 3.21 2.30
H: 14.02 2.80 3.15
H: 13.45 1.60 1.96
H: 14.06 3.20 1.41
H: 11.77 3.08 1.44
C: -7.77 -8.85 -4.46
O: -8.45 -9.85 -5.20
H: -6.96 -9.33 -3.89
H: -7.35 -8.11 -5.14
H: -8.46 -8.38 -3.77
H: -9.16 -9.40 -5.69
C: 4.37 6.12 3.97
O: 3.33 6.23 3.02
H: 4.51 7.09 4.45
H: 4.10 5.38 4.73
H: 5.30 5.83 3.47
H: 3.23 5.35 2.61

## Properties
Net charge: +1
E_tot, a.u.: -3287.25497
Highest occupied orbital energy, eV: -10.2
Orbital gap, eV: 5.8

Results of the Löwdin charge analysis, in e, for atoms 1 through 99:
1. C 0.183
2. C -0.002
3. N -0.013
4. C -0.081
5. C -0.309
6. C -0.055
7. O -0.106
8. C -0.061
9. N 0.083
10. C -0.255
11. C -0.228
12. N -0.017
13. C -0.204
14. C -0.150
15. C -0.102
16. C -0.258
17. N 0.072
18. O -0.047
19. C -0.119
20. N -0.054
21. C -0.166
22. O -0.149
23. C -0.150
24. C 0.026
25. C -0.148
26. C -0.119
27. C -0.014
28. C 0.010
29. C -0.043
30. C -0.352
31. C -0.098
32. C -0.119
33. H 0.114
34. H 0.136
35. H 0.145
36. H 0.154
37. H 0.062
38. H 0.088
39. H 0.113
40. H 0.101
41. H 0.149
42. H 0.166
43. H 0.120
44. H 0.129
45. H 0.063
46. H 0.080
47. H 0.140
48. H 0.142
49. H 0.127
50. H 0.112
51. H 0.140
52. H 0.072
53. H 0.118
54. H 0.149
55. H 0.129
56. H 0.153
57. H 0.154
58. H 0.106
59. H 0.097
60. H 0.093
61. H 0.072
62. H 0.105
63. H 0.092
64. H 0.086
65. H 0.102
66. H 0.077
67. H 0.088
68. H 0.098
69. H 0.090
70. H 0.083
71. C -0.151
72. O -0.135
73. H 0.085
74. H 0.076
75. H 0.070
76. H 0.007
77. C -0.155
78. O -0.155
79. H 0.087
80. H 0.073
81. H 0.072
82. H 0.032
83. C -0.168
84. O -0.137
85. H 0.084
86. H 0.061
87. H 0.078
88. H 0.043
89. C -0.158
90. O -0.156
91. H 0.078
92. H 0.067
93. H 0.079
94. H 0.086
95. C -0.173
96. O -0.135
97. H 0.061
98. H 0.082
99. H 0.072

***

Taking the records one at a time from the top gives LUMO level values of 6.471 -6.190 -4.444 eV.